ORCA calculation (ωB97M-V with the def2-TZVPD basis set) on 2 unconnected molecules or ions with the total composition C8H11ClN2O4P.

XYZ file:
```
27
Properties=species:S:1:pos:R:3:forces:R:3
O 3.679 -2.660 -1.808 0.217 0.149 0.136
P 3.139 -2.211 -0.343 0.005 -0.036 -0.091
O 3.590 -0.641 -0.310 -0.276 -0.171 0.049
C 1.320 -1.994 -0.847 0.135 -0.405 0.651
C 0.389 -2.706 -0.066 0.167 0.046 0.086
N -0.918 -2.652 -0.206 0.105 -0.028 0.073
N -1.330 -1.846 -1.156 -0.085 0.188 -0.167
C -0.572 -1.121 -1.959 -0.049 -0.004 -0.149
C 0.812 -1.199 -1.831 -0.299 0.166 -0.438
Cl 1.749 -0.268 -2.902 0.060 0.104 -0.083
H 4.316 -2.031 -2.175 -0.059 -0.045 -0.130
H 2.876 -0.014 -0.120 0.087 0.132 0.007
H 0.740 -3.348 0.736 -0.077 -0.001 -0.076
H -2.340 -1.790 -1.239 0.014 -0.011 0.035
H -1.059 -0.485 -2.687 -0.049 -0.081 0.062
O 0.545 0.774 0.174 0.109 -0.091 0.022
C -0.391 1.318 0.704 -0.013 0.125 -0.004
O -1.576 0.692 0.829 -0.008 0.010 -0.074
C -2.556 1.589 1.419 -0.072 0.100 0.057
C -1.730 2.641 2.147 0.091 -0.034 -0.028
C -0.471 2.709 1.282 -0.131 -0.125 0.238
H -3.151 2.012 0.609 0.017 0.003 -0.011
H -3.200 1.003 2.067 0.046 -0.068 -0.014
H -2.254 3.588 2.250 -0.008 0.005 -0.054
H -1.473 2.285 3.145 -0.021 0.008 0.012
H -0.569 3.414 0.453 0.035 0.013 -0.012
H 0.435 2.940 1.835 0.056 0.050 -0.096
```
Forces are in eV/Å.

Values from the calculation:
- electronic energy (eV) = -41449.8246
- HOMO-LUMO gap (eV) = 7.8
- LUMO level (eV) = -4.83
- highest occupied orbital energy (eV) = -12.593
- net charge = +1